(1)
The following is a DFT calculation (ωB97M-V/def2-TZVPD) of a 2-piece molecular cluster, C5H16NO overall.

Atoms and positions in Å:
C: -1.681 0.185 -0.798
C: -0.578 -0.727 -1.106
C: 0.897 -0.618 -0.453
C: 0.854 -0.619 1.112
C: 1.623 -1.857 -1.148
N: -1.303 1.547 -0.226
H: -2.106 -0.277 0.125
H: -2.405 0.428 -1.570
H: -0.188 -0.495 -2.121
H: -0.962 -1.769 -1.120
H: 1.364 0.351 -0.579
H: 0.743 -1.586 1.528
H: -0.203 -0.261 1.365
H: 1.727 -0.163 1.654
H: 2.287 -1.419 -1.758
H: 2.319 -2.109 -0.414
H: 1.020 -2.643 -1.506
H: -2.195 1.717 0.375
H: -0.429 1.337 0.399
H: -1.119 2.305 -0.849
H: 0.070 2.904 2.198
H: 0.268 1.740 2.843
O: -0.003 2.032 2.050

Values from the calculation:
Net charge: +1
Maximum force (eV/Å): 5.49
Lowest unoccupied orbital energy (eV): -3.3
Kohn-Sham gap (eV): 11.25

=====

(2)
The following is a DFT calculation (ωB97M-V/def2-TZVPD) of F8LiN4O16S8 as an isolated structure.

Atoms and positions in Å:
Li: -13.218 9.512 9.739
N: -12.261 10.097 8.240
S: -11.114 11.192 8.118
O: -11.251 12.243 7.145
O: -9.785 10.769 8.445
F: -11.542 12.008 9.438
S: -12.481 9.862 6.599
O: -11.298 9.578 5.792
O: -13.508 10.663 5.982
F: -13.112 8.386 6.699
N: -16.663 11.451 9.263
S: -15.707 11.593 8.038
O: -14.560 12.461 8.226
O: -16.399 11.561 6.773
F: -15.103 10.076 8.201
S: -17.097 13.058 9.386
O: -17.409 13.846 8.223
O: -16.486 13.751 10.493
F: -18.510 12.748 10.118
N: -14.230 9.826 11.411
S: -13.759 11.007 12.361
O: -12.415 10.968 12.847
O: -14.780 11.451 13.248
F: -13.738 12.154 11.281
S: -14.168 8.635 12.632
O: -15.098 8.638 13.736
O: -12.842 8.179 12.962
F: -14.585 7.406 11.717
N: -10.198 6.011 10.299
S: -11.064 6.996 9.402
O: -11.975 7.864 10.126
O: -11.569 6.496 8.175
F: -9.930 8.007 8.984
S: -11.446 4.967 10.700
O: -11.985 4.133 9.656
O: -12.206 5.434 11.815
F: -10.448 3.901 11.413

Values from the calculation:
Net charge: -3
Maximum force (eV/Å): 5.16
Lowest unoccupied orbital energy (eV): 6.3
Kohn-Sham gap (eV): 8.68

=====

(3)
The following is a DFT calculation (ωB97M-V/def2-TZVPD) of a 9-piece molecular cluster, C40H107N9O11 overall.

Atoms and positions in Å:
C: 4.400 5.717 5.305
O: 4.170 7.055 4.773
C: 5.379 7.858 4.607
C: 5.112 9.255 4.095
C: 4.370 9.390 2.769
N: 6.350 10.009 3.878
H: 4.945 4.985 4.709
H: 3.488 5.232 5.652
H: 5.091 5.776 6.146
H: 5.967 7.988 5.515
H: 5.943 7.300 3.860
H: 4.536 9.775 4.861
H: 5.056 9.284 1.928
H: 3.980 10.399 2.638
H: 3.476 8.766 2.770
H: 6.773 9.656 3.031
H: 7.002 9.697 4.583
C: -2.056 -3.681 5.173
O: -1.083 -4.508 5.856
C: -1.273 -4.594 7.228
C: -0.884 -3.255 7.987
C: 0.642 -3.267 7.969
N: -1.354 -3.351 9.394
H: -3.030 -3.927 5.597
H: -2.094 -3.953 4.118
H: -1.834 -2.627 5.335
H: -2.313 -4.836 7.448
H: -0.696 -5.454 7.568
H: -1.391 -2.428 7.489
H: 1.007 -2.279 8.250
H: 1.086 -3.447 6.990
H: 1.077 -4.049 8.591
H: -1.134 -2.416 9.705
H: -2.341 -3.210 9.554
C: 7.921 2.303 -1.542
O: 7.921 0.896 -1.657
C: 6.974 0.271 -2.504
C: 7.210 -1.243 -2.598
C: 6.335 -2.065 -3.564
N: 7.109 -1.831 -1.301
H: 8.284 2.842 -2.417
H: 8.374 2.752 -0.658
H: 6.876 2.607 -1.482
H: 5.998 0.495 -2.072
H: 7.117 0.850 -3.416
H: 8.231 -1.304 -2.974
H: 6.888 -2.957 -3.857
H: 5.913 -1.585 -4.447
H: 5.409 -2.501 -3.190
H: 7.725 -1.272 -0.729
H: 6.187 -1.736 -0.899
C: -7.750 -3.036 3.403
O: -7.052 -2.253 2.418
C: -6.883 -0.860 2.747
C: -6.338 -0.040 1.573
C: -4.926 -0.465 1.278
N: -6.578 1.407 1.844
H: -7.358 -2.895 4.410
H: -7.859 -4.086 3.133
H: -8.769 -2.677 3.550
H: -7.868 -0.513 3.060
H: -6.172 -0.562 3.518
H: -6.968 -0.461 0.790
H: -4.398 -0.597 2.223
H: -4.363 0.270 0.702
H: -4.814 -1.421 0.767
H: -5.803 1.673 2.434
H: -6.226 1.895 1.033
C: -3.187 4.524 4.492
O: -3.063 4.560 3.066
C: -2.807 5.882 2.610
C: -2.556 5.729 1.116
C: -2.000 7.097 0.671
N: -3.822 5.471 0.360
H: -2.419 4.907 5.164
H: -3.241 3.467 4.753
H: -4.188 4.863 4.761
H: -3.742 6.420 2.764
H: -1.991 6.305 3.196
H: -1.871 4.894 0.970
H: -1.056 7.176 1.209
H: -2.749 7.876 0.815
H: -1.686 6.991 -0.367
H: -4.610 5.998 0.709
H: -3.759 5.757 -0.606
C: 3.375 5.241 -0.627
O: 4.116 6.051 -1.566
C: 3.450 6.239 -2.783
C: 4.399 6.663 -3.928
C: 5.382 7.680 -3.459
N: 3.754 7.298 -5.062
H: 3.163 4.254 -1.039
H: 2.391 5.673 -0.449
H: 3.845 5.305 0.355
H: 2.887 5.437 -3.259
H: 2.751 7.069 -2.678
H: 5.167 5.946 -4.219
H: 5.994 7.299 -2.641
H: 4.893 8.608 -3.161
H: 6.086 7.843 -4.274
H: 3.328 8.161 -4.757
H: 2.987 6.697 -5.326
C: 1.738 -11.398 2.528
O: 2.758 -10.886 3.395
C: 3.125 -9.454 3.349
C: 1.994 -8.429 3.453
C: 1.446 -8.023 2.080
N: 2.569 -7.218 4.076
H: 1.830 -11.064 1.495
H: 0.723 -11.227 2.888
H: 1.884 -12.478 2.530
H: 3.938 -9.291 4.058
H: 3.603 -9.412 2.371
H: 1.181 -8.653 4.144
H: 0.969 -8.877 1.600
H: 2.192 -7.502 1.478
H: 0.608 -7.334 2.185
H: 1.710 -6.692 4.149
H: 2.884 -7.503 4.992
C: -9.911 -4.729 -12.696
O: -8.510 -4.865 -12.380
C: -8.140 -6.049 -11.756
C: -6.686 -5.913 -11.353
N: -6.569 -4.784 -10.432
C: -5.221 -4.503 -9.944
C: -5.126 -3.310 -9.006
O: -6.082 -3.397 -7.933
C: -5.789 -2.529 -6.836
H: -10.172 -4.936 -13.734
H: -10.178 -3.675 -12.611
H: -10.501 -5.302 -11.981
H: -8.175 -6.887 -12.453
H: -8.769 -6.155 -10.872
H: -6.029 -5.782 -12.212
H: -6.330 -6.798 -10.827
H: -6.998 -3.954 -10.814
H: -4.596 -4.335 -10.821
H: -4.858 -5.328 -9.332
H: -5.480 -2.406 -9.504
H: -4.124 -3.113 -8.625
H: -6.562 -2.717 -6.092
H: -5.847 -1.486 -7.146
H: -4.805 -2.677 -6.391
C: -0.098 1.215 -1.717
O: 0.121 -0.004 -1.032
C: 0.996 -0.905 -1.641
C: 1.597 -1.803 -0.493
N: 2.331 -0.975 0.479
C: 2.320 -1.568 1.743
C: 2.864 -0.417 2.690
O: 2.281 0.888 2.542
C: 0.869 0.951 2.742
H: -0.700 1.951 -1.184
H: -0.625 1.107 -2.664
H: 0.840 1.733 -1.917
H: 1.844 -0.429 -2.133
H: 0.454 -1.549 -2.334
H: 2.271 -2.558 -0.898
H: 0.692 -2.242 -0.073
H: 1.807 -0.113 0.524
H: 3.085 -2.344 1.704
H: 1.423 -2.028 2.157
H: 3.944 -0.279 2.739
H: 2.537 -0.622 3.709
H: 0.566 0.783 3.776
H: 0.381 0.202 2.119
H: 0.572 1.936 2.381

Values from the calculation:
Maximum force (eV/Å): 3.49
Lowest unoccupied orbital energy (eV): 0.2
SMILES: COC[C@H](C)N.COC[C@H](C)N.COC[C@H](C)N.COC[C@H](C)N.COC[C@H](C)N.COC[C@H](C)N.COC[C@H](C)N.COCCNCCOC.COCCNCCOC
Kohn-Sham gap (eV): 8.59

=====

(4)
The following is a DFT calculation (ωB97M-V/def2-TZVPD) of C35H28BrI2MoN7O as an isolated structure.

Atoms and positions in Å:
Mo: 0.133 0.053 0.641
C: -3.357 -1.792 -3.555
C: -3.123 -2.731 -2.561
C: -2.649 -2.325 -1.329
C: -2.372 -0.972 -1.080
C: -2.648 -0.037 -2.071
C: -3.129 -0.450 -3.301
N: -1.838 -0.638 0.177
C: -2.603 -1.045 1.211
C: -3.990 -1.283 1.192
C: -4.607 -1.723 2.340
C: -3.885 -1.944 3.523
C: -2.527 -1.726 3.565
C: -1.879 -1.274 2.405
N: -0.541 -1.033 2.249
N: 0.200 -1.426 3.246
C: 1.460 -1.007 3.181
C: 2.380 -1.429 4.159
C: 3.643 -0.898 4.151
C: 3.927 0.096 3.208
C: 2.974 0.458 2.282
N: 1.758 -0.117 2.185
H: -3.752 -2.099 -4.508
H: -3.325 -3.777 -2.739
H: -2.496 -3.045 -0.534
H: -2.519 1.012 -1.855
H: -3.346 0.287 -4.058
H: -4.562 -1.091 0.297
H: -5.669 -1.913 2.331
H: -4.404 -2.292 4.405
H: -1.952 -1.905 4.461
H: 2.042 -2.146 4.889
H: 4.383 -1.203 4.872
H: 4.879 0.601 3.211
H: 3.202 1.260 1.596
I: 0.673 -0.701 -7.151
C: 0.524 -0.199 -5.106
C: 0.183 1.095 -4.735
C: 0.028 1.380 -3.398
I: -0.453 3.342 -2.793
C: 0.132 0.400 -2.391
O: -0.112 0.708 -1.142
C: 0.523 -0.896 -2.790
C: 0.586 -2.041 -1.813
N: 1.125 -1.693 -0.482
C: 2.566 -1.383 -0.574
C: 2.761 0.051 -0.985
C: 3.630 0.436 -1.998
C: 3.780 1.782 -2.288
C: 3.062 2.706 -1.541
C: 2.213 2.242 -0.553
N: 2.059 0.944 -0.281
C: 0.725 -1.168 -4.136
H: 0.017 1.857 -5.480
H: 1.188 -2.846 -2.258
H: -0.430 -2.429 -1.681
H: 1.035 -2.547 0.075
H: 3.069 -2.052 -1.282
H: 3.021 -1.524 0.415
H: 4.176 -0.307 -2.555
H: 4.441 2.105 -3.076
H: 3.150 3.764 -1.722
H: 1.632 2.934 0.045
H: 1.020 -2.163 -4.432
Br: -0.386 5.910 3.929
C: -0.512 4.247 3.058
C: -0.360 3.051 3.761
C: -0.370 1.860 3.072
N: -0.495 1.764 1.731
C: -0.766 2.915 1.084
C: -0.777 4.153 1.689
H: -0.224 3.049 4.830
H: -0.277 0.941 3.635
H: -0.986 2.831 0.026
H: -0.980 5.037 1.107

Values from the calculation:
Net charge: +2
Maximum force (eV/Å): 1.97
Lowest unoccupied orbital energy (spin up / spin down) (eV): -7.6 / -7.6
Kohn-Sham gap (spin up / spin down) (eV): 5.21 / 5.17

=====

(5)
The following is a DFT calculation (ωB97M-V/def2-TZVPD) of an isolated ion of composition C7H7N2O3S2 and charge -1.

Atoms and positions in Å:
N: -1.431 -0.178 1.767
C: -0.948 -1.200 0.977
N: -0.493 -1.080 -0.195
C: -0.164 0.081 -0.850
C: 1.197 0.396 -0.954
C: 1.610 1.496 -1.675
C: 0.681 2.303 -2.315
C: -0.665 1.992 -2.230
C: -1.092 0.892 -1.507
O: -1.027 -2.401 1.539
S: 0.387 -2.555 2.511
O: -0.124 -3.212 3.691
O: 0.822 -1.189 2.732
S: 1.634 -3.612 1.491
H: -1.102 0.742 1.516
H: -1.325 -0.391 2.750
H: 1.907 -0.242 -0.451
H: 2.666 1.724 -1.744
H: 1.004 3.170 -2.878
H: -1.393 2.616 -2.731
H: -2.144 0.649 -1.446

Values from the calculation:
Net charge: -1
Maximum force (eV/Å): 2.14
Lowest unoccupied orbital energy (eV): 3.3
SMILES: N/C(=N\c1ccccc1)OS(=O)(=O)[S-]
Kohn-Sham gap (eV): 7.97

=====

(6)
The following is a DFT calculation (ωB97M-V/def2-TZVPD) of an isolated ion of composition C2H2NO3 and charge -1.

Atoms and positions in Å:
C: 1.204 -0.056 -0.019
C: -1.162 0.478 0.050
N: 0.015 -0.523 0.000
O: -0.738 1.655 -0.040
O: -0.289 -1.793 -0.035
O: -2.261 -0.053 -0.013
H: 2.101 -0.634 -0.174
H: 1.130 0.926 0.232

Values from the calculation:
Expectation value of S²: 2.01
Net charge: -1
2S+1: 3
Maximum force (eV/Å): 8.85
Lowest unoccupied orbital energy (spin up / spin down) (eV): 4.4 / 2.9
Kohn-Sham gap (spin up / spin down) (eV): 6.09 / 7.55